1.
This record from the Open Molecules 2025 dataset describes 2 unconnected molecules or ions with the total composition C4H4N2. The level of theory is the ωB97M-V functional and the def2-TZVPD basis.

Properties
Orbital gap = 10.604 eV
HOMO level = -10.4 eV
Energy above the lowest of the compared OMol25 structures with the same formula, charge and spin = 267.2 kJ/mol
Charge = 0

Geometry as XYZ:
```
10
Properties=species:S:1:pos:R:3:forces:R:3
C -0.7685 -0.3817 -0.9269 -2.9647 -1.3247 -2.5228
C -0.7649 1.1701 0.9791 -1.2535 -0.2492 2.3943
C -0.2199 0.3175 0.1174 1.5752 1.8736 1.1266
C 2.3546 -1.4670 -1.3380 0.4604 0.3573 0.7556
N -1.2484 -0.7727 -1.9089 0.6610 0.0439 1.0965
N 1.6958 -1.6213 -2.2758 0.0041 -0.5927 -0.6310
H -0.2450 1.8777 1.6954 -0.0501 -1.1733 -1.3540
H -1.8181 1.0228 1.3220 0.6173 0.4815 -1.0290
H 0.8264 0.3077 -0.0510 1.2732 0.3684 0.2950
H 1.3046 -2.0852 -3.0672 -0.3229 0.2152 -0.1313
```
Positions in Å, forces in eV/Å.

For each atom in turn, the natural (NBO) charge in e is: C 0.27; C -0.28; C -0.34; C 0.27; N -0.31; N -0.72; H 0.22; H 0.20; H 0.25; H 0.45

2.
This record from the Open Molecules 2025 dataset describes a molecular structure, C29H42Br3I2NO4. The level of theory is the ωB97M-V functional and the def2-TZVPD basis.

Properties
Orbital gap = 7.748 eV
HOMO level = -8.9 eV
Charge = 0

Geometry as XYZ:
```
81
Properties=species:S:1:pos:R:3:forces:R:3
C 8.3124 1.4521 2.4287 0.1596 -0.4004 0.1440
C 8.0164 0.6088 1.0774 0.2850 0.7171 0.2176
C 6.5399 0.9221 0.4649 1.2848 0.0355 0.2505
C 5.4121 1.0432 1.6007 -0.9410 -0.4129 -0.2935
C 4.0324 0.2882 1.2080 1.0519 0.0048 0.1769
C 2.8658 0.5085 2.3076 -1.1208 -0.2566 -0.9233
C 1.5484 0.9716 1.5072 -0.1663 2.2820 -1.4620
C 1.5416 2.1499 0.6909 -1.4309 -2.4947 0.9578
C 0.1798 2.5418 -0.0858 0.0204 0.7951 0.4862
O -0.1813 3.7318 -0.2280 1.1789 -3.9354 0.1889
C -0.6718 1.2625 -0.5912 -1.5193 -2.6924 -1.0855
C -1.4438 1.2608 -1.9628 0.5586 -2.1346 2.7055
C -1.3484 2.5946 -2.8320 0.5749 -0.4862 -1.0517
O -2.4708 3.5038 -2.6959 0.1746 -1.5163 1.1492
C -3.2449 3.2691 -1.4968 -2.2512 1.4312 0.8622
C -4.2677 4.5383 -1.3768 0.5706 -0.8169 0.4222
C -2.2549 -0.0227 -2.3910 1.9586 1.0766 2.7028
C -3.0376 0.0788 -3.7760 0.0092 -1.4445 0.1200
C -4.6239 -0.1587 -3.6878 -0.5526 0.3056 -1.6436
N -5.2837 0.4503 -2.4935 -0.6655 0.1237 -0.7151
C -2.2482 -1.2966 -1.4601 0.7186 2.0218 0.2126
C -3.0601 -2.5880 -2.0036 2.3140 0.3364 -0.7390
I -5.1066 -2.7069 -1.2420 0.5778 0.0868 -0.1463
C -2.1981 -3.9692 -1.7950 -0.9188 0.0783 0.7376
C -3.0125 -5.1462 -1.0806 1.2148 -1.1757 -0.3164
I -1.6861 -4.7563 -3.8067 -0.0788 0.3896 0.6535
C -1.4867 -1.3054 -0.0809 0.1206 2.4924 -1.6357
O -1.5239 -2.4610 0.7779 -0.4915 2.4196 -1.8101
C -2.3599 -2.2179 1.9510 -0.6305 -0.4647 1.5778
C -3.4547 -3.3700 2.2272 0.3785 0.3017 0.6233
C -2.8025 -4.7254 2.8469 -1.5512 0.6169 0.3418
C -2.6205 -4.5607 4.4562 -0.1494 -0.8214 -0.5332
C -0.6789 -0.0186 0.3290 -1.2289 0.2868 -2.2202
C 0.1853 0.1103 1.6565 0.2192 0.0855 1.3395
O -0.0978 -0.3369 2.7901 0.7308 1.0116 -3.7310
H 7.6670 2.4033 2.5187 1.0513 -1.6438 -0.1719
H 8.0993 0.7506 3.3061 0.1753 1.2509 -0.9859
H 9.4226 1.7572 2.5224 -1.7736 -0.4929 -0.2916
H 8.1590 -0.5005 1.3202 -0.3306 1.5064 -0.4289
H 8.8418 0.9026 0.3251 -1.4879 -0.5875 0.9105
H 6.3240 0.1121 -0.3210 0.0377 1.2051 1.1818
H 6.6662 1.9296 -0.0896 -0.4944 -1.6465 0.8475
H 5.1442 2.1539 1.7142 0.4945 -1.6727 0.1800
H 5.7343 0.5865 2.6117 -0.2421 0.9679 -1.5967
H 4.2524 -0.8317 1.1390 -0.3039 1.4761 -0.0041
H 3.7476 0.6420 0.1566 0.0857 -0.4856 1.5919
H 3.1430 1.2812 3.1143 -0.3874 -1.1464 -1.3415
H 2.5916 -0.4903 2.8199 0.5799 1.7152 -0.6950
H 2.4433 2.8325 0.5553 -1.4455 -0.9478 0.4067
H -1.2993 2.3123 -3.9546 -0.1339 0.3243 1.8111
H -0.3787 3.1989 -2.6482 -1.5294 -1.2645 0.1512
H -3.9303 2.3452 -1.5517 1.5473 1.0389 0.0169
H -2.6462 3.2698 -0.5269 -0.4037 -0.1930 -1.5670
H -4.4663 4.7444 -0.2589 0.3903 -0.1807 -1.7838
H -5.2860 4.2984 -1.8443 1.5822 0.5445 0.3754
H -3.7266 5.4127 -1.8681 -1.0687 -0.9923 0.7023
H -2.8693 1.0413 -4.3583 0.0795 -1.1352 1.2877
H -2.6217 -0.7727 -4.4444 -0.6299 1.3632 0.9222
H -4.8949 -1.2723 -3.8398 0.4852 1.8386 0.6797
H -5.0777 0.3734 -4.6145 0.9519 -1.0613 1.0840
H -5.5087 1.4360 -2.7389 0.3711 -0.8704 0.2814
H -6.2237 0.0210 -2.3709 1.0433 0.2081 -0.0702
H -3.1712 -2.5072 -3.1507 -0.0573 0.2673 2.1289
H -1.1773 -3.7485 -1.3163 -1.8262 -0.4062 -0.6429
H -3.2305 -4.9406 0.0191 0.1197 -0.0149 -1.6284
H -2.3169 -6.0733 -1.0951 -1.0478 1.4696 0.0872
H -3.9434 -5.4801 -1.6781 1.4550 0.9078 1.0858
H -2.8380 -1.1830 1.8234 0.6270 -1.5756 0.4820
H -1.6499 -2.2641 2.8641 -1.1973 0.5173 -1.4980
H -4.1546 -3.5716 1.3520 1.1846 0.3140 1.0354
H -4.1235 -2.9509 3.0757 0.9996 -0.5267 -1.4326
H -1.8438 -5.0368 2.3138 -1.2900 0.4325 0.7685
H -3.6174 -5.5347 2.7009 1.5212 1.1148 0.0564
H -3.2974 -3.7503 4.8994 1.0591 -1.0143 -0.8144
H -1.5292 -4.3477 4.7075 -1.5583 -0.3326 -0.0823
H -2.9860 -5.5544 4.9221 0.9897 1.6021 -0.4986
C 5.9210 5.0553 -0.3373 0.1028 0.0828 -0.0378
Br 5.3910 6.9094 -0.5415 0.0670 -0.4005 0.0663
Br 6.4100 4.6436 1.4949 -0.1566 0.3035 -0.4068
Br 4.5683 3.8413 -1.0160 0.2058 0.2748 0.1050
H 6.8127 4.9101 -0.9451 -0.2470 0.0199 0.1692
```
Positions in Å, forces in eV/Å.

For each atom in turn, the Mulliken charge in e is: C -0.71; C -0.60; C -0.20; C -0.05; C -0.71; C -0.62; C 0.30; C -0.61; C 0.04; O -0.57; C 0.33; C -0.30; C -1.11; O -0.32; C 0.61; C -1.10; C 0.46; C -0.77; C -0.64; N -0.52; C 1.50; C -0.87; I 0.03; C -0.22; C -1.18; I 0.02; C -0.24; O -0.49; C -0.24; C -0.56; C -0.40; C -0.99; C 0.58; C -0.02; O -0.59; H 0.04; H 0.25; H 0.31; H 0.28; H 0.32; H 0.32; H -0.04; H 0.01; H 0.20; H 0.33; H 0.31; H 0.39; H 0.31; H 0.40; H 0.46; H 0.28; H -0.10; H -0.02; H 0.32; H 0.24; H 0.31; H 0.25; H 0.38; H 0.22; H 0.44; H 0.22; H 0.25; H 0.19; H 0.50; H 0.15; H 0.42; H 0.38; H 0.44; H 0.20; H -0.03; H 0.38; H 0.26; H 0.35; H 0.25; H 0.26; H 0.33; C -0.36; Br -0.05; Br 0.02; Br -0.01; H 0.42